Entry 1:
C40H41Cl2N4O3Sn as an isolated structure. Source: the OMol25 dataset; level of theory: ωB97M-V/def2-TZVPD.

```
91
Properties=species:S:1:pos:R:3:mulliken_charge:R:1
Sn -0.790 0.339 -1.218 0.757
C -3.622 1.381 -3.890 -1.157
C -4.306 0.647 -2.733 0.810
C -5.820 0.874 -2.781 -1.672
C -3.968 -0.831 -2.772 1.037
C -4.435 -1.613 -3.824 -0.551
C -4.154 -2.964 -3.890 -1.693
C -3.402 -3.558 -2.890 -0.433
C -2.918 -2.823 -1.816 1.225
C -2.093 -3.546 -0.761 1.317
C -2.954 -4.568 -0.011 -1.619
C -0.843 -4.186 -1.372 -1.424
C -3.208 -1.443 -1.767 -0.976
N -2.635 -0.643 -0.714 0.499
C -3.060 -0.841 0.543 -0.302
O -4.088 -1.373 0.920 -0.658
C -2.045 -0.463 1.616 0.396
C -2.419 -0.529 2.960 -0.466
C -1.452 -0.395 3.931 -1.236
C -0.126 -0.227 3.542 -0.243
C 0.150 -0.180 2.190 0.002
N -0.793 -0.278 1.239 0.800
C 1.510 -0.096 1.737 0.307
O 0.420 2.382 2.199 -0.199
N 2.559 -0.093 1.294 0.270
C 3.846 -0.468 0.903 0.607
C 4.676 0.456 0.241 0.260
C 5.917 -0.002 -0.164 -1.159
C 6.330 -1.300 0.096 -1.385
C 5.497 -2.180 0.765 -0.659
C 4.231 -1.796 1.178 0.826
C 3.324 -2.809 1.851 1.063
C 2.979 -3.941 0.873 -1.554
C 3.969 -3.364 3.127 -1.624
C 4.307 1.903 -0.020 0.468
C 2.952 2.085 -0.720 -1.293
C 4.367 2.713 1.284 -1.374
H -3.867 2.443 -3.858 0.421
H -3.949 0.977 -4.852 0.348
H -2.535 1.288 -3.837 0.153
H -3.932 1.062 -1.799 0.113
H -6.227 0.605 -3.759 0.325
H -6.049 1.928 -2.606 0.452
H -6.330 0.280 -2.021 0.386
H -5.038 -1.154 -4.601 0.394
H -4.523 -3.560 -4.716 0.380
H -3.184 -4.619 -2.950 0.392
H -1.741 -2.823 -0.029 -0.510
H -3.397 -5.290 -0.698 0.323
H -3.762 -4.055 0.511 0.382
H -2.355 -5.113 0.723 0.432
H -1.096 -4.951 -2.108 0.309
H -0.238 -4.657 -0.592 0.362
H -0.231 -3.430 -1.873 0.349
H -3.461 -0.710 3.188 0.629
H -1.709 -0.439 4.981 0.487
H 0.674 -0.149 4.267 0.623
H 6.576 0.674 -0.695 0.446
H 7.307 -1.630 -0.232 0.390
H 5.833 -3.191 0.958 0.427
H 2.388 -2.332 2.139 -0.285
H 3.875 -4.500 0.596 0.322
H 2.527 -3.552 -0.042 0.374
H 2.277 -4.635 1.339 0.461
H 4.906 -3.874 2.903 0.312
H 3.299 -4.088 3.595 0.453
H 4.179 -2.569 3.844 0.385
H 5.079 2.295 -0.683 0.663
H 2.141 2.116 0.009 -0.049
H 2.761 1.288 -1.442 0.364
H 2.934 3.033 -1.259 0.503
H 3.684 2.308 2.032 0.223
H 4.077 3.749 1.093 0.408
H 5.377 2.710 1.699 0.404
Cl -0.918 3.978 -3.486 -0.197
C -0.570 4.385 -1.849 0.804
C 0.031 5.593 -1.567 -0.830
C 0.345 5.928 -0.263 0.829
Cl 1.093 7.462 0.040 -0.248
C 0.073 5.051 0.780 0.417
C 0.276 5.410 2.180 -0.876
C -0.073 4.588 3.163 -1.178
C -0.534 3.228 2.841 0.095
N -0.808 2.850 1.481 0.083
C -0.515 3.812 0.470 -0.242
C -0.866 3.444 -0.840 -0.504
O -1.459 2.298 -1.129 -0.552
H 0.251 6.277 -2.375 0.492
H 0.661 6.398 2.396 0.444
H -0.015 4.868 4.207 0.436
H -1.149 2.723 3.580 0.511
```

Properties
Orbital gap   6.2010 eV
Net charge   +1
HOMO   -10.45 eV

=====

Entry 2:
One molecule with the formula C5H11NO at a distorted geometry. Source: the OMol25 dataset; level of theory: ωB97M-V/def2-TZVPD.

```
18
Properties=species:S:1:pos:R:3:nbo_charge:R:1
C 0.072 1.562 -0.391 -0.399
C 0.222 2.791 0.465 -0.622
C -0.259 0.329 0.465 -0.206
N -0.528 -0.788 -0.463 -0.642
C -0.262 -2.126 0.079 -0.343
C 0.560 -2.987 -0.803 0.429
O 0.859 -4.126 -0.513 -0.523
H 0.942 1.368 -1.006 0.214
H -0.831 1.693 -0.996 0.191
H 0.411 3.757 -0.009 0.217
H 1.090 2.812 1.152 0.202
H -0.618 2.925 1.153 0.203
H -1.063 0.476 1.183 0.174
H 0.685 0.086 0.958 0.184
H -1.419 -0.682 -0.910 0.363
H -1.193 -2.591 0.405 0.214
H 0.363 -1.962 0.961 0.226
H 0.972 -2.538 -1.732 0.118
```

Properties
Orbital gap   10.1438 eV
Structure (SMILES)   CCCNCC=O
HOMO   -9.14 eV

=====

Entry 3:
C29H53BO2P2Zr as an isolated structure at a distorted geometry. Source: the OMol25 dataset; level of theory: ωB97M-V/def2-TZVPD.

```
88
Properties=species:S:1:pos:R:3:mulliken_charge:R:1
Zr -0.847 -0.439 -1.866 -0.316
C 0.147 0.728 0.141 0.553
C 0.517 1.396 -1.086 1.991
C -1.794 1.540 -0.832 -0.340
C -1.264 0.854 0.317 0.710
C -0.701 1.906 -1.680 0.260
C 1.042 0.309 1.259 -1.487
H 2.099 0.396 0.994 0.422
H 0.836 -0.722 1.576 0.297
H 0.904 0.920 2.163 0.379
C -1.894 0.800 1.660 -1.466
H -1.345 1.469 2.346 0.462
H -1.855 -0.207 2.091 0.056
H -2.932 1.147 1.654 0.473
C -3.232 1.886 -0.985 -1.598
H -3.634 2.447 -0.129 0.362
H -3.808 0.955 -1.080 0.164
H -3.414 2.501 -1.872 0.423
C -0.801 2.818 -2.853 -1.434
H -1.504 3.633 -2.635 0.436
H -1.155 2.290 -3.749 0.233
H 0.168 3.281 -3.067 0.385
C 1.894 1.837 -1.452 -1.486
H 1.918 2.891 -1.762 0.558
H 2.285 1.272 -2.307 0.154
H 2.592 1.735 -0.611 0.433
C 2.225 -3.236 0.920 -0.797
C 3.276 -2.452 1.213 -0.279
C 4.133 -1.645 0.287 -0.164
C 4.633 -2.492 -0.907 -1.066
C 3.822 -2.279 -2.212 0.100
C 2.484 -1.543 -2.059 -1.175
C 1.426 -1.956 -1.031 1.176
C 1.588 -3.361 -0.432 0.074
H 5.042 -1.318 0.838 0.630
H 4.695 -3.575 -0.660 0.056
H 3.611 -0.725 -0.046 -0.344
H 2.149 -4.013 -1.134 -0.687
H 1.765 -3.854 1.701 0.468
H 3.591 -2.368 2.255 0.474
H 0.578 -3.781 -0.257 0.501
H 1.447 -1.230 -0.219 -0.440
H 2.664 -0.465 -2.009 0.395
H 0.337 -1.952 -1.430 -0.896
H 5.692 -2.195 -1.078 0.481
H 4.426 -1.625 -2.875 0.979
P 3.307 -3.775 -3.150 0.797
C 3.628 -5.373 -2.305 -1.224
C 4.525 -3.756 -4.502 -1.567
P 1.181 -1.578 -3.611 1.764
C 1.791 -3.336 -3.987 -2.044
C 2.020 -0.685 -4.959 -1.426
C -0.560 -2.012 -4.074 -1.749
H 2.735 -6.002 -2.195 0.468
H 4.030 -5.274 -1.289 0.432
H 4.370 -5.986 -2.840 0.415
H 4.443 -4.731 -4.995 0.516
H 5.517 -3.615 -4.054 0.461
H 4.324 -2.955 -5.226 0.429
H -0.488 -2.936 -4.670 0.589
H -0.988 -1.221 -4.708 0.363
H -1.172 -2.261 -3.166 0.711
H 1.002 -4.098 -3.875 0.566
H 1.977 -3.282 -5.075 0.802
H 1.314 0.044 -5.386 0.450
H 2.313 -1.388 -5.756 0.472
H 2.930 -0.170 -4.611 0.316
C -3.224 -2.814 2.701 -1.944
C -3.064 -2.931 1.202 1.386
C -2.861 -4.414 0.873 -2.022
O -1.890 -2.237 0.806 -0.143
B -2.181 -1.674 -0.440 1.207
O -3.542 -1.782 -0.802 -0.773
C -4.201 -2.276 0.346 1.570
C -5.267 -3.251 -0.113 -1.846
C -4.906 -1.121 1.051 -1.626
H -4.078 -3.406 3.057 0.427
H -3.369 -1.774 3.018 0.380
H -2.321 -3.222 3.173 0.421
H -1.981 -4.793 1.414 0.452
H -3.723 -4.993 1.231 0.427
H -2.726 -4.597 -0.204 0.280
H -5.826 -3.645 0.742 0.360
H -5.983 -2.729 -0.758 0.459
H -4.833 -4.100 -0.652 0.381
H -4.216 -0.367 1.453 0.061
H -5.595 -0.621 0.356 0.462
H -5.512 -1.516 1.873 0.434
```

Properties
Orbital gap (alpha / beta)   6.0080 / 6.0066 eV
Net charge   +2
HOMO (alpha / beta)   -12.03 / -12.03 eV